(1)
An isolated ion of composition C5H8NO and charge +1. Source: the Open Molecules 2025 dataset; level of theory: ωB97M-V/def2-TZVPD.

Values from the calculation:
- Net charge: +1
- ΔE to the lowest compared entry with this formula, charge and spin: 392.16 kJ/mol
- Lowest unoccupied orbital energy: -0.188 Ha

Atoms and positions in Å:
C 1.1103 -0.4945 0.7477
C 3.0292 0.2155 -0.4974
C 0.0993 -1.1150 0.1713
C -1.6618 0.9268 0.0781
C -2.0897 -0.4637 -0.3034
N 2.0013 0.3448 0.2389
O -0.9383 -1.3509 -0.3724
H 1.3963 -0.7800 1.7950
H 3.4271 1.1983 -0.7738
H 3.5325 -0.7181 -0.5890
H -1.1229 0.7847 1.0048
H -0.9463 1.4156 -0.6646
H -2.5700 1.4259 0.1465
H -2.4325 -0.4427 -1.3902
H -2.8346 -0.9467 0.4086



(2)
C31H32N6O2SeZr as an isolated structure. Source: the Open Molecules 2025 dataset; level of theory: ωB97M-V/def2-TZVPD.

Values from the calculation:
- Net charge: +2
- ΔE to the lowest compared entry with this formula, charge and spin: 87.82 kJ/mol
- Lowest unoccupied orbital energy: -0.208 Ha

Atoms and positions in Å:
Zr -0.4344 0.6997 0.0439
C -2.3143 2.7224 2.0240
C -1.9105 3.5124 0.7825
C -2.4979 2.8725 -0.4456
C -3.0994 3.6318 -1.4333
C -3.7084 2.9943 -2.4994
C -3.7539 1.6066 -2.5162
C -3.1310 0.9162 -1.4990
N -2.4830 1.5226 -0.4920
N -1.5526 1.4484 2.1911
C -2.4292 0.3744 2.7002
C -2.0870 -0.9891 2.1569
C -2.1969 -2.1168 2.9560
C -2.0088 -3.3691 2.3931
C -1.7443 -3.4560 1.0345
C -1.6423 -2.2867 0.3074
N -1.7821 -1.0648 0.8490
C -0.4357 1.6686 3.1410
C 0.7216 2.3280 2.4477
C 1.2445 3.5464 2.8261
C 2.3737 4.0146 2.1615
C 2.9561 3.2260 1.1850
C 2.3389 2.0394 0.8321
N 1.2186 1.6061 1.4287
H -2.2035 3.3442 2.9146
H -3.3724 2.4835 1.9345
H -2.2872 4.5321 0.8656
H -0.8278 3.5855 0.6829
H -3.0790 4.7106 -1.3684
H -4.1644 3.5682 -3.2952
H -4.2584 1.0719 -3.3088
H -3.1689 -0.1669 -1.4545
H -2.4314 0.3497 3.7926
H -3.4563 0.5798 2.3950
H -2.4497 -2.0160 4.0030
H -2.0858 -4.2615 2.9999
H -1.6139 -4.4090 0.5419
H -1.4475 -2.3242 -0.7547
H -0.7634 2.2597 3.9998
H -0.1065 0.7007 3.5235
H 0.8000 4.1148 3.6317
H 2.7984 4.9758 2.4189
H 3.8540 3.5377 0.6721
H 2.7486 1.4128 0.0551
O 4.1580 -4.7536 -0.2258
C 3.6101 -4.4286 1.0267
C 2.7257 -3.2267 0.8707
C 2.2498 -2.5132 1.9687
C 1.4332 -1.4277 1.7556
N 1.0485 -1.0137 0.5411
C 1.5132 -1.6934 -0.5220
C 2.3454 -2.7950 -0.3929
C 1.0512 -1.2480 -1.8506
C 1.8265 -1.4598 -2.9757
C 1.3428 -1.1017 -4.2266
C 2.1590 -1.3446 -5.4698
O 3.4686 -1.7742 -5.1938
C 0.0643 -0.5608 -4.2827
C -0.6245 -0.3355 -3.1132
N -0.1610 -0.6574 -1.8963
H 4.8361 -5.4281 -0.1288
H 4.3812 -4.2109 1.7733
H 3.0026 -5.2541 1.4216
H 2.5256 -2.7915 2.9774
H 1.0825 -0.8429 2.5956
H 2.6984 -3.3358 -1.2575
H 2.8104 -1.8997 -2.9013
H 2.1367 -0.4547 -6.1048
H 1.6673 -2.1434 -6.0332
H 4.0714 -1.0249 -5.1975
H -0.3826 -0.2704 -5.2245
H -1.5871 0.1451 -3.1480
Se 0.4200 2.3479 -1.6105



(3)
A 12-piece molecular cluster, C45H77F9O35S overall. Source: the Open Molecules 2025 dataset; level of theory: ωB97M-V/def2-TZVPD.

Values from the calculation:
- SMILES string: O=C(OCCCC(F)(F)C(F)(F)S(F)(F)(F)(F)F)c1ccccc1.COC(=O)OC.COC(=O)OC.COC(=O)OC.COC(=O)OC.COC(=O)OC.COC(=O)OC.COC(=O)OC.COC(=O)OC.COC(=O)OC.COC(=O)OC.COC(=O)OC
- Net charge: 0
- Lowest unoccupied orbital energy: -0.099 Ha

Atoms and positions in Å:
O 1.4519 -5.0822 1.1609
C 1.2230 -4.0397 1.9928
O 0.0672 -4.0737 2.9493
C -1.1846 -3.9111 2.1867
C -2.3541 -3.0533 2.9725
C -3.8863 -3.4060 2.5210
C -4.3929 -2.7259 1.1235
F -5.7180 -3.3120 0.6901
F -3.4359 -3.2371 0.0667
C -4.3120 -1.1059 1.0261
F -2.9024 -0.5670 0.9420
F -4.9223 -0.7334 -0.3061
S -5.1914 -0.1118 2.3179
F -4.1855 1.2468 1.8668
F -6.2999 0.4581 1.0920
F -6.2634 -1.3536 2.7840
F -4.0562 -0.4309 3.5581
F -6.0111 0.9242 3.4189
C 2.1412 -2.6668 1.9792
C 2.4852 -1.7347 3.2895
C 3.3877 -0.3369 3.1435
C 3.9792 0.1996 1.7058
C 3.6719 -0.7594 0.3856
C 2.7761 -2.1482 0.5223
H -0.8959 -3.2674 1.2237
H -1.5827 -4.9367 1.7841
H -2.2653 -3.3768 4.1187
H -2.0664 -1.9196 2.9439
H -4.5777 -3.1568 3.4621
H -3.9750 -4.5835 2.3872
H 2.0928 -2.0358 4.3563
H 3.5956 0.2828 4.1146
H 4.5845 1.2024 1.6092
H 4.0960 -0.4125 -0.6567
H 2.6001 -2.7700 -0.4688
C 5.3324 2.5325 -4.6221
O 3.9647 2.8465 -4.8774
C 3.1021 2.3927 -3.9333
O 3.4024 1.7649 -2.9300
O 1.8476 2.7585 -4.2990
C 0.8279 2.3450 -3.3915
H 5.9317 2.9429 -5.4395
H 5.6659 2.9921 -3.6863
H 5.4813 1.4481 -4.5971
H 0.9813 2.7972 -2.4063
H 0.7967 1.2531 -3.3173
H -0.1330 2.6907 -3.7827
C -4.2081 4.8869 -7.2758
O -4.8931 4.6236 -6.0528
C -4.0916 4.1958 -5.0449
O -2.8838 4.0292 -5.1106
O -4.8668 3.9856 -3.9512
C -4.1522 3.5293 -2.8043
H -4.9451 5.2222 -8.0106
H -3.4695 5.6834 -7.1409
H -3.7329 3.9767 -7.6557
H -3.4112 4.2717 -2.4906
H -3.6747 2.5649 -3.0055
H -4.8699 3.3946 -1.9904
C 10.0247 4.9323 -6.6863
O 9.4450 6.2329 -6.7685
C 8.1958 6.3213 -6.2460
O 7.5655 5.4083 -5.7357
O 7.7692 7.6014 -6.3897
C 6.4592 7.8440 -5.8805
H 11.0216 4.9778 -7.1332
H 10.1295 4.6216 -5.6419
H 9.4279 4.2074 -7.2493
H 6.4214 7.6497 -4.8037
H 5.7199 7.2355 -6.4113
H 6.2213 8.8981 -6.0483
C -6.6090 7.0831 -5.0795
O -6.7372 8.4935 -4.9102
C -5.5925 9.1168 -4.5327
O -4.5137 8.5789 -4.3377
O -5.8560 10.4422 -4.4098
C -4.7341 11.2293 -4.0145
H -7.5832 6.6889 -5.3812
H -5.8853 6.8531 -5.8680
H -6.3215 6.6058 -4.1371
H -3.9355 11.1651 -4.7606
H -4.3717 10.9177 -3.0296
H -5.0592 12.2713 -3.9476
C 3.5868 -4.2651 7.6104
O 3.0231 -3.7402 8.8108
C 2.7179 -2.4193 8.7532
O 2.8848 -1.6859 7.7912
O 2.1947 -2.0556 9.9512
C 1.8245 -0.6809 10.0369
H 3.7916 -5.3274 7.7695
H 2.8808 -4.1713 6.7791
H 4.5315 -3.7638 7.3762
H 1.0479 -0.4438 9.3025
H 2.6987 -0.0364 9.8997
H 1.4187 -0.5019 11.0364
C 1.7868 -1.9504 13.9956
O 1.2231 -1.4254 15.1960
C 0.9179 -0.1045 15.1384
O 1.0848 0.6288 14.1765
O 0.3947 0.2591 16.3364
C 0.0245 1.6338 16.4221
H 1.9916 -3.0126 14.1547
H 1.0808 -1.8566 13.1643
H 2.7315 -1.4491 13.7615
H -0.7521 1.8709 15.6878
H 0.8987 2.2784 16.2849
H -0.3813 1.8128 17.4217
C -3.5845 -7.4315 -4.5607
O -4.6843 -6.8088 -3.8995
C -4.4763 -5.5080 -3.5743
O -3.4619 -4.8661 -3.7981
O -5.5924 -5.0450 -2.9570
C -5.5167 -3.6785 -2.5551
H -3.8607 -8.4679 -4.7732
H -3.3711 -6.9304 -5.5103
H -2.6994 -7.4363 -3.9165
H -5.3805 -3.0274 -3.4246
H -4.7088 -3.5334 -1.8307
H -6.4623 -3.4152 -2.0730
C 2.7746 -6.4373 10.3294
O 3.1279 -7.6767 9.7184
C 3.0143 -8.7543 10.5352
O 2.6482 -8.7359 11.7000
O 3.3783 -9.8559 9.8316
C 3.3075 -11.0739 10.5703
H 2.9028 -5.6454 9.5864
H 1.7263 -6.4473 10.6446
H 3.4331 -6.2234 11.1774
H 2.2804 -11.2693 10.8951
H 3.9874 -11.0454 11.4279
H 3.6202 -11.8880 9.9105
C -7.2914 11.7538 -1.5995
O -7.9764 11.4905 -0.3765
C -7.1750 11.0628 0.6314
O -5.9671 10.8962 0.5657
O -7.9502 10.8526 1.7250
C -7.2355 10.3962 2.8719
H -8.0285 12.0891 -2.3344
H -6.5528 12.5504 -1.4646
H -6.8162 10.8436 -1.9794
H -6.4946 11.1387 3.1857
H -6.7580 9.4318 2.6708
H -7.9533 10.2615 3.6858
C 11.4979 2.8513 -11.0691
O 11.1102 1.4802 -11.1340
C 10.3692 1.0590 -10.0782
O 10.0288 1.7402 -9.1236
O 10.0725 -0.2513 -10.2684
C 9.2903 -0.8330 -9.2271
H 12.0853 3.0791 -11.9629
H 10.6174 3.5016 -11.0609
H 12.1241 3.0341 -10.1899
H 8.3214 -0.3300 -9.1453
H 9.8283 -0.7975 -8.2743
H 9.1130 -1.8813 -9.4831
C -4.8450 -11.0556 -5.6141
O -3.5299 -11.0984 -6.1645
C -3.4347 -11.7856 -7.3307
O -4.3530 -12.3423 -7.9120
O -2.1410 -11.7461 -7.7380
C -1.8900 -12.4340 -8.9620
H -4.8038 -10.4817 -4.6843
H -5.5341 -10.5517 -6.2994
H -5.1986 -12.0650 -5.3803
H -2.4609 -11.9851 -9.7812
H -2.1254 -13.4984 -8.8619
H -0.8252 -12.3374 -9.1916



(4)
A 2-piece molecular cluster, C4H8N2O2 overall. Source: the Open Molecules 2025 dataset; level of theory: ωB97M-V/def2-TZVPD.

Values from the calculation:
- SMILES string: N[C@@H](O)N=C=O.C=C
- Net charge: 0
- ΔE to the lowest compared entry with this formula, charge and spin: 266.50 kJ/mol
- Lowest unoccupied orbital energy: 0.029 Ha

Atoms and positions in Å:
N 1.5750 -1.3663 -1.3025
C 1.2473 -1.3262 0.1097
O 2.2801 -0.7178 0.8020
N 0.0288 -0.5791 0.3031
C -1.1002 -0.6433 -0.1601
O -2.1079 -1.0414 -0.5925
H 2.4624 -1.8402 -1.4368
H 0.8612 -1.8455 -1.8365
H 1.1279 -2.3199 0.5809
H 2.4255 0.1499 0.4010
C -0.8483 2.0644 0.7257
C -2.0685 1.7135 0.3007
H -0.5307 1.9006 1.7436
H -0.1117 2.4806 0.0556
H -2.8310 1.3962 0.9949
H -2.4100 1.9747 -0.6889



F_max values, unit hartree/bohr, following the record order: 0.0577; 0.0412; 0.1785; 0.0758.
E_HOMO values, unit Ha, following the record order: -0.509; -0.452; -0.323; -0.359.